# 1
C2H7N5O | ωB97M-V/def2-TZVPD

```
15
Properties=species:S:1:pos:R:3:mulliken_charge:R:1
C -0.455 -0.328 -0.001 0.40
C 1.961 0.255 -0.188 -0.10
H -2.039 -2.027 -0.593 0.31
H -3.788 0.115 -0.828 0.20
H -1.414 0.570 1.473 0.34
H 0.846 -1.695 0.386 0.36
H -1.006 2.160 -0.652 0.42
H 2.659 1.103 -0.315 0.34
H 3.499 -0.803 -0.382 0.27
N -2.723 -0.510 0.104 -0.68
N -1.605 0.361 -0.045 -0.16
N -0.147 -1.529 -0.026 -0.69
N 0.621 0.555 0.000 0.17
N 2.410 -1.045 0.140 -0.63
O 0.289 2.024 0.104 -0.56
```

Its relative energy (zero: lowest compared OMol25 entry of this formula, charge and spin) is 15.237 eV. The electronic energy is -428.863543 Eh.



# 2
C2H7NO | ωB97M-V/def2-TZVPD

```
11
Properties=species:S:1:pos:R:3:mulliken_charge:R:1
C 1.491 -0.292 -0.111 -0.74
C 0.371 -0.336 0.524 0.25
N -0.191 -0.945 1.689 -0.51
H 2.152 -1.139 0.163 0.19
H 1.813 0.406 -0.877 0.27
H -0.331 0.418 -0.017 0.08
H 0.453 -1.459 2.196 0.23
H -0.593 -0.187 2.240 0.25
H -1.968 0.663 -2.442 0.29
H -1.747 1.887 -1.696 0.30
O -1.450 0.985 -1.668 -0.62
```

Its relative energy (zero: lowest compared OMol25 entry of this formula, charge and spin) is 1.735 eV. The SMILES is C=CN.O. The electronic energy is -210.334991 Eh.



| no. | gap between HOMO and LUMO (eV) | LUMO energy (eV) |
| --- | --- | --- |
| 1 | 7.983 | -0.9 |
| 2 | 9.140 | 0.7 |